1.
DFT (ωB97M-V/def2-TZVPD) results for C23H30N3SSiTc as an isolated structure in a non-equilibrium geometry.

Output
- E_LUMO (alpha / beta): -3.56 / -3.58 eV
- Multiplicity: 2
- Net charge: +1
- E_HOMO (alpha / beta): -0.41087 / -0.40457 Ha
- Strongest force on any atom: 1.1 eV Å⁻¹

Last column: Löwdin charge in e.
Cartesian coordinates (Å):
Tc -0.135 0.162 0.459  1.06
S 0.315 -0.127 2.760  0.59
Si 3.322 -0.037 4.753  0.45
N -2.276 -0.172 0.503  -0.13
N 1.969 -0.040 0.810  -0.15
N -6.366 -0.910 0.387  0.15
C -2.767 -1.411 0.290  -0.14
C -3.815 3.010 -2.531  -0.07
C 3.203 -0.108 2.862  -0.21
C -2.376 0.649 -2.705  -0.05
C 5.122 -0.060 5.144  -0.18
C -3.748 0.645 -2.924  -0.08
C 0.501 3.125 -2.526  -0.04
C -4.531 0.613 0.662  0.00
C 2.009 -0.101 2.142  -0.68
C 2.576 1.537 5.318  -0.17
C 2.483 -1.494 5.485  -0.18
C 0.517 0.632 -2.795  -0.06
C -3.180 0.812 0.690  -0.13
C 4.359 -0.096 2.075  -0.05
C -1.701 1.831 -2.407  -0.19
C -0.164 1.670 -0.606  -0.16
C -4.104 -1.706 0.251  -0.01
C -4.472 1.828 -2.841  -0.08
C -2.441 3.010 -2.309  -0.03
C -0.174 1.818 -2.112  -0.55
C 3.089 -0.007 0.077  -0.11
C -5.034 -0.675 0.432  -0.31
C 4.320 -0.054 0.682  -0.04
H -4.364 3.941 -2.469  0.11
H 2.818 -1.630 6.520  0.04
H -6.726 -1.833 0.230  0.11
H -2.782 1.804 0.863  0.12
H -4.248 -0.283 -3.174  0.11
H 1.499 1.571 5.133  0.02
H 5.624 -0.959 4.767  0.05
H 2.731 -2.403 4.929  0.04
H 3.048 2.378 4.798  0.04
H 0.214 0.550 -3.841  0.10
H -0.327 2.605 -0.052  0.08
H -2.038 -2.198 0.150  0.11
H 0.306 -0.333 -2.319  0.07
H -5.196 1.455 0.812  0.12
H 2.971 0.052 -0.997  0.10
H 5.222 -0.048 0.085  0.11
H 1.601 0.770 -2.775  0.08
H -1.952 3.945 -2.073  0.11
H 1.395 -1.382 5.492  0.03
H -7.029 -0.166 0.506  0.11
H -5.539 1.829 -3.029  0.11
H 0.373 3.285 -3.600  0.11
H -4.419 -2.728 0.079  0.12
H 1.573 3.076 -2.316  0.09
H -1.829 -0.286 -2.786  0.11
H 5.330 -0.108 2.561  0.10
H 5.247 -0.049 6.234  0.05
H 0.108 3.992 -1.999  0.08
H 2.743 1.670 6.393  0.05
H 5.639 0.819 4.744  0.04

2.
DFT (ωB97M-V/def2-TZVPD) results for C23H30N4O4 as an isolated structure in a non-equilibrium geometry.

Output
- E_LUMO: -0.23 eV
- Net charge: 0
- E_HOMO: -0.27910 Ha
- Strongest force on any atom: 15.3 eV Å⁻¹

Last column: Löwdin charge in e.
Cartesian coordinates (Å):
O -0.306 -6.024 -0.910  0.08
O -2.084 -5.698 0.001  0.01
O 6.391 2.109 -0.770  -0.03
O 2.670 -2.663 -3.089  0.07
N -2.665 -3.155 0.396  0.06
N -1.066 -5.181 -0.534  -0.31
N 2.910 -0.730 -1.612  0.14
N -3.417 0.660 1.830  -0.19
C 6.138 -0.305 -3.454  -0.13
C 6.693 0.716 -2.679  0.04
C -0.910 -1.565 -0.363  0.00
C -2.037 1.354 2.208  -0.10
C 0.124 -1.263 -0.960  -0.09
C -3.582 -2.086 0.832  -0.10
C 5.898 1.224 -1.468  -0.36
C 5.867 2.706 0.443  -0.01
C 5.073 -0.789 -2.873  -0.13
C 0.508 -3.402 -1.236  0.00
C -2.945 -1.814 2.409  -0.04
C -2.153 4.279 -0.190  -0.07
C -3.974 2.522 0.476  -0.06
C 1.094 -2.233 -1.315  -0.18
C 4.287 -0.334 -1.884  -0.25
C -4.359 1.901 1.695  -0.19
C -2.481 3.357 0.937  -0.40
C -3.821 -0.480 2.467  -0.29
C 4.651 0.829 -1.246  0.00
C -1.562 2.362 1.111  -0.24
C 2.295 -2.095 -2.056  -0.29
C -0.634 -3.820 -0.666  -0.11
C -1.653 -2.931 -0.283  -0.19
H 7.586 1.207 -2.782  0.07
H -4.443 2.431 2.625  0.13
H -1.998 -1.729 2.338  0.00
H 0.428 -0.223 -1.049  0.13
H -1.872 -0.757 -0.028  0.17
H -4.730 3.465 0.592  0.18
H 1.129 -4.268 -1.790  0.20
H -1.395 1.623 0.184  0.15
H -4.756 -0.503 2.562  0.02
H -2.249 1.874 2.999  0.03
H -2.560 3.797 1.786  0.08
H -3.033 -4.142 0.284  0.16
H -4.708 -2.432 1.108  0.17
H -1.204 4.777 -0.154  0.06
H 5.646 2.048 1.079  -0.01
H -3.628 2.007 -0.244  0.04
H -2.056 3.604 -1.272  0.16
H 4.142 0.877 -0.307  0.12
H 4.773 3.162 0.130  0.16
H -3.722 -1.129 0.402  0.06
H -3.253 -2.545 3.187  0.12
H 4.605 -1.751 -3.770  0.21
H -3.635 -0.082 3.829  0.17
H -0.520 2.583 1.648  0.17
H -1.357 0.280 2.355  0.18
H -5.189 1.287 1.395  0.11
H 6.499 3.444 1.056  0.13
H 6.786 -0.871 -4.228  0.14
H -2.896 5.002 -0.417  0.05
H 2.657 -0.488 -0.733  0.05

3.
DFT (ωB97M-V/def2-TZVPD) results for C23H31AsClO6RuS2 as an isolated structure in a non-equilibrium geometry.

Output
- E_LUMO (alpha / beta): -4.07 / -5.83 eV
- Multiplicity: 5
- Net charge: +1
- E_HOMO (alpha / beta): -0.40126 / -0.40148 Ha
- Strongest force on any atom: 1.7 eV Å⁻¹

Last column: Löwdin charge in e.
Cartesian coordinates (Å):
Ru -0.020 -0.566 0.438  1.11
As 1.096 1.787 -2.313  0.79
Cl -2.447 3.936 -5.388  0.67
S 1.492 1.043 0.994  0.70
S 0.410 -0.211 -1.872  0.26
O -1.520 -1.852 -0.450  -0.16
O -0.065 -1.325 2.174  -0.34
O 6.194 -0.519 5.508  0.15
O -3.459 -1.116 -2.592  -0.02
O -2.244 0.131 0.167  -0.05
O 4.668 0.239 6.920  0.14
C 2.494 0.619 2.374  -0.60
C 2.758 0.134 4.706  -0.01
C 3.879 0.634 2.207  -0.08
C -0.068 3.167 -1.619  -0.21
C -2.423 -0.958 -0.426  -0.65
C 0.986 1.808 -4.239  -0.24
C -2.558 1.240 -5.164  -0.08
C -2.769 2.462 -4.537  -0.69
C -2.779 0.049 -4.494  -0.20
C -0.581 -2.498 2.784  -0.66
C -3.218 2.507 -3.231  -0.12
C -0.051 -2.525 4.221  -0.03
C -0.081 -3.739 2.022  -0.02
C 2.961 2.221 -1.996  -0.24
C 5.100 -0.074 5.688  -0.48
C -3.236 0.099 -3.165  -0.23
C -2.120 -2.451 2.792  -0.02
C 4.695 0.391 3.294  0.01
C -3.451 1.323 -2.544  -0.01
C 4.142 0.165 4.551  -0.11
C -3.717 -1.212 -1.205  -0.07
C 1.931 0.354 3.619  -0.10
C -2.532 -1.283 -5.136  -0.02
H 0.975 -3.909 2.233  0.09
H 1.039 -2.525 4.211  0.08
H -4.491 -0.517 -0.878  0.14
H -2.220 1.217 -6.193  0.12
H -2.511 -2.770 1.828  0.07
H -4.034 -2.239 -1.043  0.15
H -1.818 -1.858 -4.544  0.09
H -0.405 -1.646 4.763  0.09
H 3.293 2.859 -2.813  0.05
H -0.087 4.001 -2.318  0.05
H 5.771 0.375 3.193  0.13
H 3.538 1.298 -1.996  0.05
H -3.402 3.461 -2.756  0.11
H -0.403 -3.421 4.728  0.10
H -2.450 -1.430 2.988  0.09
H 4.302 0.815 1.228  0.11
H 0.855 0.320 3.721  0.10
H 1.710 1.088 -4.618  0.05
H -3.796 1.373 -1.522  0.11
H -3.453 -1.866 -5.174  0.09
H 3.816 0.685 6.909  0.10
H 0.288 3.495 -0.647  0.03
H -0.012 1.514 -4.556  0.02
H -1.064 2.739 -1.519  0.02
H 1.221 2.799 -4.624  0.06
H -0.648 -4.618 2.324  0.10
H -2.509 -3.107 3.568  0.09
H -0.214 -3.588 0.950  0.07
H 2.309 -0.092 5.666  0.13
H 3.079 2.734 -1.047  0.02
H -2.145 -1.167 -6.146  0.08

4.
DFT (ωB97M-V/def2-TZVPD) results for a 5-piece molecular cluster, C23H31B3IN5O6P2 overall in a non-equilibrium geometry.

Output
- E_LUMO: 0.20 eV
- Net charge: 0
- SMILES: NB1OB(CCCI)OB(PP(=O)(O)O)O1.c1ccncc1.c1ccncc1.c1ccncc1.c1ccncc1
- E_HOMO: -0.34343 Ha
- Strongest force on any atom: 1.1 eV Å⁻¹

Last column: Löwdin charge in e.
Cartesian coordinates (Å):
I 3.696 -2.429 2.280  0.83
P 1.142 5.319 1.797  0.92
P 0.554 6.297 3.642  0.22
O 1.781 5.924 4.619  -0.19
O 0.654 2.674 0.835  0.24
O -0.787 3.246 2.624  0.23
O 0.288 7.731 3.440  -0.33
O -0.597 5.475 4.387  -0.15
O -0.999 1.153 1.534  0.26
N -2.626 1.769 3.332  0.20
N -1.994 6.286 0.027  0.05
N -2.987 -2.695 -0.711  0.06
N 2.723 -1.868 -2.827  0.06
N 2.735 -5.558 -0.998  0.08
C 1.405 0.231 1.275  -0.06
C 3.434 -2.767 -3.502  -0.15
C -3.233 -2.701 -2.019  -0.16
C 1.529 -4.143 -3.905  -0.11
C -2.794 -1.711 -2.888  -0.08
C -2.078 7.127 -1.000  -0.14
C -1.793 -0.640 -1.010  -0.07
C 0.778 -3.219 -3.199  -0.06
C 2.450 -7.032 0.869  -0.07
C -2.060 -0.656 -2.369  -0.08
C 2.424 -6.575 -1.798  -0.15
C 2.745 -5.795 0.311  -0.16
C 2.112 -7.847 -1.341  -0.07
C -4.038 6.069 -1.848  -0.08
C 1.192 -0.682 2.502  -0.31
C 2.479 -0.979 3.258  -0.65
C 2.125 -8.081 0.025  -0.08
C 1.422 -2.103 -2.685  -0.15
C 2.886 -3.912 -4.062  -0.09
C -3.078 7.061 -1.960  -0.07
C -2.276 -1.679 -0.227  -0.14
C -2.924 5.339 0.127  -0.14
C -3.962 5.188 -0.781  -0.07
B 0.225 3.609 1.760  -0.75
B 0.332 1.366 1.172  -0.54
B -1.479 2.043 2.493  -0.66
H 2.391 0.708 1.318  0.12
H -0.285 -3.351 -3.044  0.09
H -3.523 1.954 2.898  0.08
H 2.998 -4.960 0.955  0.01
H 0.266 6.034 0.960  -0.10
H -1.232 6.095 4.771  0.09
H 1.424 -0.367 0.355  0.11
H -3.098 7.773 -2.774  0.10
H 1.888 -9.059 0.422  0.10
H -1.695 0.134 -3.013  0.11
H -3.019 -1.773 -3.944  0.10
H 2.476 -7.162 1.943  0.10
H -2.080 -1.692 0.840  0.11
H 0.725 -1.624 2.202  0.10
H 4.494 -2.562 -3.602  0.10
H -1.219 0.148 -0.562  0.08
H 3.515 -4.604 -4.606  0.10
H 0.859 -1.357 -2.134  0.08
H 2.424 -6.361 -2.861  0.08
H -4.691 4.400 -0.649  0.10
H 2.597 6.353 4.332  0.07
H 0.497 -0.220 3.215  0.11
H 1.066 -5.028 -4.325  0.10
H -4.833 5.984 -2.578  0.11
H 2.296 -1.393 4.248  0.04
H -3.807 -3.542 -2.392  0.10
H 1.866 -8.633 -2.043  0.10
H -1.311 7.891 -1.056  0.11
H 3.095 -0.085 3.361  0.04
H -2.837 4.676 0.982  0.10
H -2.653 0.791 3.601  0.08

Number 4 is which compound?
C23H31B3IN5O6P2